one:
{
  "formula": "C3H2NO2S",
  "method": "the ωB97M-V functional and the def2-TZVPD basis",
  "homo_lumo_gap_ev": 6.65,
  "e_lumo_ev": 3.6,
  "homo_ev": -3.05,
  "charge": -1,
  "species": ["C", "C", "C", "N", "O", "O", "S", "H", "H"],
  "xyz": [[-0.69, 1.23, -0.03], [-1.40, 0.14, -0.07], [1.24, -0.11, 0.07], [0.57, -1.21, 0.01], [2.46, 0.09, 0.07], [-0.80, -1.13, -0.11], [-3.08, -0.17, 0.06], [-0.93, 2.21, -0.14], [1.07, -2.05, -0.16]],
  "lowdin_charge": [0.0581, -1.0360, -0.3196, 0.0337, -0.0276, -0.1931, 0.3434, -0.0111, 0.1522]
}

***

two:
{
  "formula": "C3H2NO2S",
  "method": "the ωB97M-V functional and the def2-TZVPD basis",
  "homo_lumo_gap_ev": 5.93,
  "e_lumo_ev": 3.5,
  "homo_ev": -2.42,
  "charge": -1,
  "species": ["C", "C", "C", "N", "O", "O", "S", "H", "H"],
  "xyz": [[-0.86, 1.20, 0.12], [-2.40, -0.31, -0.46], [-1.20, -1.19, 0.94], [-1.84, 0.86, -0.64], [-2.98, -0.88, -1.29], [-2.40, -0.56, 0.85], [0.04, 0.15, 1.09], [-0.42, 2.14, -0.16], [-0.73, -1.77, 0.15]],
  "lowdin_charge": [-0.5741, -0.8243, -0.5111, 0.0748, 0.1091, -0.1440, 0.8168, 0.0420, 0.0107]
}

***

What should be chosen as the most stable of them? Choose two.

***

one:
{
  "formula": "C5H9BrO",
  "method": "the ωB97M-V functional and the def2-TZVPD basis",
  "smiles": "C=C(C)O.C=CBr",
  "homo_lumo_gap_ev": 9.96,
  "e_lumo_ev": 0.7,
  "homo_ev": -9.22,
  "species": ["C", "C", "C", "C", "C", "O", "Br", "H", "H", "H", "H", "H", "H", "H", "H", "H"],
  "xyz": [[2.52, 1.36, -1.51], [2.26, 1.28, -0.20], [-1.54, -1.82, 0.41], [-1.88, 0.40, 1.24], [-1.63, -0.35, 0.22], [-0.84, 0.18, -0.89], [3.18, -0.01, 0.80], [3.38, 0.89, -1.94], [2.08, 2.24, -2.11], [-1.76, -2.31, -0.55], [-0.64, -2.18, 0.76], [-2.26, -2.26, 1.18], [-2.27, -0.13, 2.12], [-1.84, 1.45, 1.40], [1.48, 1.76, 0.40], [-0.26, -0.50, -1.30]],
  "lowdin_charge": [-0.1269, -0.6795, -0.0646, 0.0347, -0.4050, -0.0457, 0.6440, 0.0375, 0.0876, 0.0838, 0.0478, 0.1116, 0.0723, 0.0616, 0.0421, 0.0987]
}

***

two:
{
  "formula": "C5H9BrO",
  "method": "the ωB97M-V functional and the def2-TZVPD basis",
  "smiles": "CC[C@]1(C)O[C@H]1Br",
  "homo_lumo_gap_ev": 10.70,
  "e_lumo_ev": 0.9,
  "homo_ev": -9.83,
  "species": ["C", "C", "C", "C", "C", "O", "Br", "H", "H", "H", "H", "H", "H", "H", "H", "H"],
  "xyz": [[-1.63, 0.34, 0.78], [-0.39, 0.42, -0.16], [-0.51, 0.03, -1.56], [1.72, -0.87, 0.53], [0.93, 0.42, 0.52], [-1.14, 1.52, 0.30], [-3.28, -0.43, -0.10], [-1.63, 0.17, 1.79], [0.38, 0.05, -2.00], [-1.15, 0.81, -1.96], [-1.17, -0.87, -1.72], [1.15, -1.51, 1.08], [2.56, -0.75, 1.19], [2.04, -1.28, -0.48], [1.50, 1.36, 0.24], [0.61, 0.61, 1.56]],
  "lowdin_charge": [-0.5321, -0.5240, -0.0459, -0.0783, -0.1982, -0.0317, 0.6369, 0.0667, 0.0443, 0.0992, 0.0747, 0.0372, 0.0711, 0.1093, 0.1506, 0.1201]
}

***

What should be chosen as the most stable of them? Choose two.

***

one:
{
  "formula": "C4H6As2F15N3O11Pt",
  "method": "the ωB97M-V functional and the def2-TZVPD basis",
  "s_squared": 2.003,
  "homo_lumo_gap_ev": [6.27, 6.12],
  "e_lumo_ev": [8.3, 8.3],
  "multiplicity": 3,
  "homo_ev": [2.05, 2.20],
  "charge": -4,
  "species": ["Pt", "N", "O", "O", "O", "N", "O", "O", "O", "N", "O", "O", "O", "As", "F", "F", "F", "F", "F", "F", "As", "F", "F", "F", "F", "F", "F", "C", "O", "O", "C", "F", "F", "F", "C", "C", "H", "H", "H", "H", "H", "H"],
  "xyz": [[-19.95, 4.42, 1.15], [-18.00, 1.72, 1.36], [-19.00, 2.33, 0.94], [-17.58, 2.14, 2.37], [-17.47, 0.80, 0.82], [-21.43, 3.52, -1.53], [-20.91, 4.28, -2.35], [-21.42, 3.85, -0.34], [-21.90, 2.48, -1.88], [-21.57, 3.16, 3.97], [-21.24, 3.67, 2.90], [-20.77, 3.15, 4.86], [-22.54, 2.43, 4.00], [-17.80, 6.55, 4.22], [-16.31, 5.69, 3.54], [-18.81, 5.60, 3.04], [-19.09, 7.37, 5.07], [-16.67, 7.25, 5.46], [-17.47, 7.90, 3.06], [-17.97, 5.19, 5.43], [-22.32, 7.73, 1.22], [-21.23, 8.90, 0.41], [-22.90, 7.25, -0.38], [-23.45, 6.59, 2.04], [-21.70, 8.23, 2.82], [-23.65, 8.98, 1.29], [-21.06, 6.39, 0.95], [-16.95, 5.36, -0.33], [-16.49, 6.72, -0.86], [-18.31, 5.51, 0.05], [-16.66, 4.21, -1.45], [-17.74, 3.80, -2.00], [-15.76, 4.53, -2.39], [-16.24, 3.15, -0.83], [-15.97, 7.66, 0.10], [-15.44, 8.86, -0.62], [-14.61, 8.56, -1.26], [-16.26, 9.23, -1.23], [-14.80, 9.48, 0.01], [-15.10, 7.25, 0.61], [-16.74, 7.98, 0.81], [-16.37, 5.05, 0.54]],
  "mulliken_spin": [1.6103, 0.0078, 0.0566, -0.0016, 0.0073, 0.0083, 0.0102, 0.0491, 0.0172, 0.0043, 0.0202, 0.0014, 0.0026, 0.0109, 0.0017, 0.0254, 0.0018, -0.0002, 0.0016, 0.0018, 0.0178, 0.0029, 0.0028, 0.0016, 0.0019, -0.0003, 0.0089, 0.0044, 0.0084, 0.1151, 0.0018, -0.0006, -0.0002, -0.0004, -0.0007, 0.0011, 0.0000, -0.0001, 0.0001, 0.0001, -0.0003, -0.0010]
}

***

two:
{
  "formula": "C4H6As2F15N3O11Pt",
  "method": "the ωB97M-V functional and the def2-TZVPD basis",
  "s_squared": 2.003,
  "homo_lumo_gap_ev": [5.10, 4.98],
  "e_lumo_ev": [8.3, 8.3],
  "multiplicity": 3,
  "homo_ev": [3.23, 3.35],
  "charge": -4,
  "species": ["Pt", "N", "O", "O", "O", "N", "O", "O", "O", "N", "O", "O", "O", "As", "F", "F", "F", "F", "F", "F", "As", "F", "F", "F", "F", "F", "F", "C", "O", "O", "C", "F", "F", "F", "C", "C", "H", "H", "H", "H", "H", "H"],
  "xyz": [[8.60, 13.74, -14.81], [11.61, 14.15, -16.18], [12.06, 15.14, -15.66], [10.60, 13.57, -15.77], [12.11, 13.83, -17.25], [7.90, 14.80, -18.10], [6.81, 15.21, -18.29], [8.24, 14.41, -16.96], [8.80, 14.80, -18.88], [7.05, 11.20, -16.51], [7.71, 11.82, -15.66], [6.70, 11.81, -17.47], [6.90, 9.98, -16.40], [4.50, 13.65, -14.58], [4.66, 13.10, -12.87], [4.28, 15.32, -13.89], [4.37, 14.30, -16.23], [4.88, 12.03, -15.13], [2.76, 13.39, -14.45], [6.26, 13.97, -14.58], [8.59, 17.55, -14.93], [8.96, 15.74, -14.74], [6.91, 17.14, -14.59], [8.27, 19.34, -15.02], [10.34, 17.76, -15.13], [8.28, 17.29, -16.72], [8.89, 17.75, -13.19], [9.02, 12.58, -12.14], [9.57, 12.07, -13.34], [8.39, 13.79, -12.63], [8.19, 11.69, -11.16], [8.32, 12.01, -9.93], [6.85, 11.89, -11.35], [8.52, 10.36, -11.33], [10.55, 11.06, -13.35], [11.92, 11.75, -13.38], [12.43, 11.83, -14.34], [12.10, 12.73, -12.95], [12.67, 11.21, -12.80], [10.44, 10.64, -14.34], [10.41, 10.23, -12.67], [9.92, 12.87, -11.59]],
  "mulliken_spin": [1.6451, 0.0056, -0.0015, 0.0446, 0.0092, 0.0071, 0.0024, 0.0359, 0.0026, 0.0113, 0.0385, -0.0019, 0.0034, 0.0191, 0.0017, 0.0024, 0.0021, 0.0016, -0.0003, 0.0296, 0.0241, -0.0149, 0.0025, -0.0005, 0.0043, 0.0041, 0.0028, 0.0061, 0.0134, 0.1018, 0.0010, 0.0007, -0.0001, -0.0003, -0.0030, -0.0042, -0.0005, 0.0007, -0.0005, 0.0024, 0.0002, 0.0015]
}

***

What should be chosen as the most stable of them? Choose one.

***

one:
{
  "formula": "C15H25NO2S",
  "method": "the ωB97M-V functional and the def2-TZVPD basis",
  "smiles": "CCCC(N)=C1C(=O)CC(C[C@@H](C)SCC)CC1=O",
  "homo_lumo_gap_ev": 9.14,
  "e_lumo_ev": 0.7,
  "homo_ev": -8.44,
  "species": ["C", "C", "H", "H", "C", "C", "N", "H", "C", "C", "O", "H", "C", "C", "C", "C", "O", "H", "H", "C", "C", "C", "H", "H", "H", "H", "S", "C", "C", "H", "H", "H", "H", "H", "H", "H", "H", "H", "H", "H", "H", "H", "H", "H"],
  "xyz": [[0.51, 0.07, -6.34], [0.73, -0.74, -5.06], [1.80, -0.78, -4.86], [0.36, -1.76, -5.23], [-0.01, -0.09, -3.89], [0.11, -0.79, -2.57], [0.85, -1.88, -2.51], [1.30, -2.26, -3.33], [-0.54, -0.32, -1.42], [-0.44, -1.08, -0.19], [0.26, -2.09, -0.05], [0.90, -2.34, -1.59], [-1.28, -0.62, 0.97], [-1.26, 0.89, 1.10], [-1.91, 1.44, -0.16], [-1.30, 0.92, -1.45], [-1.47, 1.58, -2.47], [-1.87, 2.53, -0.19], [-2.97, 1.16, -0.18], [0.16, 1.47, 1.26], [1.02, 0.81, 2.33], [2.34, 1.54, 2.49], [2.96, 1.08, 3.25], [2.89, 1.54, 1.55], [2.16, 2.58, 2.78], [1.20, -0.24, 2.06], [0.11, 0.78, 3.93], [0.96, -0.60, 4.78], [0.50, -1.97, 4.31], [-0.58, -2.06, 4.43], [0.75, -2.13, 3.26], [0.99, -2.74, 4.89], [0.72, -0.46, 5.83], [2.03, -0.47, 4.64], [0.07, 2.53, 1.49], [0.69, 1.38, 0.30], [-1.84, 1.18, 1.98], [-0.93, -1.12, 1.88], [-2.31, -0.95, 0.80], [0.33, 0.94, -3.77], [-1.07, -0.01, -4.13], [0.87, 1.09, -6.21], [1.03, -0.38, -7.18], [-0.55, 0.12, -6.58]],
  "lowdin_charge": [-0.1065, -0.2686, 0.1106, 0.1104, -0.1391, -0.1924, 0.2018, 0.1031, -0.0540, -0.3441, 0.0282, 0.0857, -0.0781, -0.3356, -0.0778, -0.3604, 0.0411, 0.1287, 0.1337, -0.1938, -0.6190, -0.1236, 0.0631, 0.0804, 0.0763, 0.0952, 0.8999, -0.5261, -0.1655, 0.0697, 0.0573, 0.0703, 0.0636, 0.0623, 0.1260, 0.1281, 0.1220, 0.0962, 0.1400, 0.1342, 0.1348, 0.0760, 0.0699, 0.0760]
}

***

two:
{
  "formula": "C15H25NO2S",
  "method": "the ωB97M-V functional and the def2-TZVPD basis",
  "smiles": "CC(C)CCC[C@H](C)NS(=O)(=O)Cc1ccccc1",
  "homo_lumo_gap_ev": 10.19,
  "e_lumo_ev": 0.8,
  "homo_ev": -9.42,
  "species": ["C", "H", "H", "H", "C", "C", "H", "H", "H", "C", "C", "C", "H", "H", "C", "N", "S", "O", "O", "C", "C", "C", "C", "C", "C", "C", "H", "H", "H", "H", "H", "H", "H", "H", "C", "H", "H", "H", "H", "H", "H", "H", "H", "H"],
  "xyz": [[-2.16, -2.29, 0.88], [-1.35, -2.51, 0.19], [-1.75, -1.80, 1.76], [-2.60, -3.24, 1.19], [-3.21, -1.40, 0.23], [-4.38, -1.20, 1.19], [-4.81, -2.16, 1.48], [-4.05, -0.69, 2.09], [-5.17, -0.61, 0.73], [-2.63, -0.03, -0.16], [-1.62, -0.10, -1.31], [-1.18, 1.28, -1.80], [-2.06, 1.85, -2.12], [-0.52, 1.15, -2.66], [-0.44, 2.08, -0.72], [0.68, 1.31, -0.22], [0.94, 1.27, 1.43], [2.06, 2.09, 1.78], [-0.31, 1.50, 2.09], [1.41, -0.48, 1.66], [2.57, -0.76, 0.78], [2.41, -1.39, -0.45], [3.49, -1.58, -1.29], [4.74, -1.13, -0.92], [4.91, -0.49, 0.30], [3.84, -0.31, 1.14], [3.96, 0.20, 2.09], [5.89, -0.14, 0.59], [5.58, -1.27, -1.58], [3.35, -2.07, -2.24], [1.43, -1.74, -0.74], [0.52, -1.06, 1.40], [1.64, -0.59, 2.71], [1.54, 1.47, -0.71], [0.01, 3.45, -1.24], [0.55, 3.98, -0.46], [0.66, 3.32, -2.11], [-0.85, 4.04, -1.54], [-1.10, 2.23, 0.14], [-2.07, -0.64, -2.14], [-0.73, -0.65, -0.99], [-3.45, 0.62, -0.46], [-2.15, 0.40, 0.72], [-3.58, -1.89, -0.68]],
  "lowdin_charge": [-0.0768, 0.0643, 0.0777, 0.0768, -0.4363, -0.0830, 0.0735, 0.0823, 0.0739, -0.1883, -0.1994, -0.1622, 0.1185, 0.1161, -0.4299, -0.0870, 0.6350, -0.2921, -0.3002, -0.1609, -0.2917, -0.0501, -0.0796, -0.0875, -0.0718, -0.0438, 0.1157, 0.1047, 0.1014, 0.1031, 0.1040, 0.0828, 0.1161, 0.1200, -0.0422, 0.0820, 0.0811, 0.0818, 0.1213, 0.1173, 0.0792, 0.1211, 0.0997, 0.1334]
}

***

What should be chosen as the most stable of them? Choose one.